{"formula": "C66H55F11", "method": "ωB97M-V with the def2-TZVPD basis set", "elements": ["F", "F", "F", "F", "F", "F", "F", "F", "F", "F", "F", "C", "C", "C", "C", "C", "C", "C", "C", "C", "C", "C", "C", "C", "C", "C", "C", "C", "C", "C", "C", "C", "C", "C", "C", "C", "C", "C", "C", "C", "C", "C", "C", "C", "C", "C", "C", "C", "C", "C", "C", "C", "C", "C", "C", "C", "C", "C", "C", "C", "C", "C", "C", "C", "C", "C", "C", "C", "C", "C", "C", "C", "C", "C", "C", "C", "C", "H", "H", "H", "H", "H", "H", "H", "H", "H", "H", "H", "H", "H", "H", "H", "H", "H", "H", "H", "H", "H", "H", "H", "H", "H", "H", "H", "H", "H", "H", "H", "H", "H", "H", "H", "H", "H", "H", "H", "H", "H", "H", "H", "H", "H", "H", "H", "H", "H", "H", "H", "H", "H", "H", "H"], "coordinates": [[-0.27168, 4.04248, -2.18743], [1.44663, -0.09662, -3.73786], [6.39761, -2.40708, 4.21407], [2.98318, 5.14850, 0.07619], [-0.62717, -0.48517, 5.94977], [-4.50122, 3.35141, -1.03762], [-0.34760, -4.32597, 1.76845], [-3.32940, 3.96625, -5.59775], [-3.61244, -1.45281, -1.53197], [0.81864, 1.33660, 3.21334], [3.40958, -6.18963, 1.57681], [1.98483, -3.50839, 6.93039], [-1.63007, -4.11617, 2.23473], [-3.77234, 4.08283, -0.13364], [0.70700, -3.50737, 7.49319], [-0.59894, -0.20690, -0.39371], [-2.20602, 5.52152, 1.64903], [2.74304, -2.84730, 2.63836], [-1.78743, -3.69393, 3.54413], [-3.94502, -3.92926, 1.77064], [0.51148, 7.60613, -2.32697], [-4.01398, -2.70876, -1.86533], [0.33784, 7.86244, -3.71787], [2.51690, -4.38829, 0.31820], [2.33229, -2.23535, 1.42154], [-5.72297, -4.33956, -2.55190], [3.37838, 4.16879, -0.76281], [-0.18300, -2.48530, 7.17586], [2.33267, -2.95374, 0.29356], [-2.77295, 2.61581, -3.74509], [4.50665, 0.43059, 2.73472], [-2.92220, 2.75768, -5.08842], [-4.18293, -3.57421, 3.13612], [-0.03445, 6.80600, -4.54657], [-3.42396, -4.94699, -2.51437], [5.27416, -0.60066, 5.26211], [-3.40550, 6.03073, 1.21045], [0.28376, 6.32241, -1.79780], [0.73122, -1.40698, -5.55949], [-3.05938, -3.35575, 3.97727], [1.50424, -1.50820, 5.80698], [4.31834, 1.99671, -1.07388], [-2.51173, 3.63709, 0.23799], [-0.09729, 5.52484, -4.00960], [5.44203, -0.62208, 2.81768], [-4.19947, 5.30684, 0.33005], [2.96335, -4.23500, 2.71442], [-5.34059, -3.02883, -2.11312], [-2.55392, 1.36770, -3.20041], [0.70744, -2.26911, -3.29235], [-3.04923, -3.66362, -2.05676], [0.95929, -1.25295, -4.20773], [-1.70956, 4.32664, 1.13689], [0.12013, -2.58206, -6.02593], [2.43237, -2.49224, 6.10148], [3.05038, 4.32688, -2.14106], [-0.42570, -0.27634, 1.95303], [-2.68617, -4.19530, 1.35275], [0.40569, 0.83564, 2.01344], [0.19089, 0.95823, -0.41662], [0.01920, 5.28540, -2.66739], [-0.82971, -0.82837, 0.77066], [-4.74121, -5.23102, -2.72937], [5.76371, -1.16096, 4.07097], [-2.44615, 0.41271, -5.47270], [0.33312, -3.55373, -3.71433], [4.01532, 3.05189, -0.25134], [3.96649, 0.98040, 3.90950], [4.38086, 0.51405, 5.14294], [3.49509, 3.29890, -2.98812], [-2.44100, 0.30380, -4.06911], [0.19809, -1.49511, 6.24513], [0.67960, 1.50634, 0.79517], [0.01220, -3.64885, -5.11307], [4.08206, 2.16262, -2.47212], [-2.69422, 1.69148, -5.94037], [2.89476, -4.94282, 1.53229], [-0.07395, -2.73762, -7.07690], [-0.62057, -0.75874, 2.89946], [-2.47157, -4.47635, 0.33228], [0.49646, 8.88308, -4.03336], [-3.87629, 6.92471, 1.59197], [-2.95694, 3.49815, -3.15009], [0.31684, 6.08559, -0.74460], [2.60232, 5.25473, -2.46468], [-6.72340, -4.58519, -2.87626], [-4.71440, -4.05430, 1.02311], [-2.65532, 1.85798, -7.00675], [4.06453, 0.97281, 6.06808], [-5.06107, -6.18886, -3.11230], [3.15297, -4.71374, 3.66376], [-6.07511, -2.23898, -2.05815], [4.35093, 3.09119, 0.77444], [-1.37052, -1.76317, 0.76146], [2.67524, -2.30658, 3.57078], [-3.25888, -2.99889, 4.97690], [-1.10833, -2.39243, 7.72498], [-2.03154, -3.41039, -1.79871], [4.24932, 0.80574, 1.75520], [0.38553, 1.43392, -1.36649], [0.89185, -2.16409, -2.23341], [0.25551, -4.34059, -2.97864], [-2.25189, -0.37748, -6.18281], [5.78608, -1.11472, 1.92028], [-0.15691, 6.93483, -5.61184], [-1.73828, 5.99742, 2.49823], [-2.68141, 1.21070, -2.13952], [1.33132, 2.36737, 0.77794], [-5.18148, 5.68643, 0.08927], [-0.28103, 4.66664, -4.63898], [4.30803, 1.34337, -3.13859], [0.45031, -4.27749, 8.20553], [2.41527, -5.02496, -0.54824], [-5.17845, -3.44773, 3.53531], [-2.69921, -5.70190, -2.78129], [3.17489, 1.71510, 3.91007], [2.15062, -1.17578, 1.31803], [3.45449, -2.48825, 5.75267], [-0.44757, -4.56543, -5.45202], [2.66254, -4.31973, 7.15136], [4.73688, 1.10545, -0.63017], [-1.04741, -0.65698, -1.26704], [1.81898, -0.75513, 5.09972], [0.54241, 8.50832, -1.73410], [0.91763, -0.54688, -6.18549], [-0.80501, 3.83897, 1.46911], [-2.06205, 2.74707, -0.17681], [5.65745, -1.03731, 6.17252], [3.29860, 3.35444, -4.04864], [2.10028, -2.35699, -0.57608], [-0.93017, -3.41514, 4.13892], [-2.34233, -0.68117, -3.63725]], "forces_ev_per_a": [[0.52, 0.54, -0.17], [0.06, 0.32, -0.03], [-0.38, 1.90, -0.64], [0.22, 0.03, 0.18], [-0.05, -0.03, -0.20], [0.37, 0.57, 0.81], [-1.15, 0.00, 0.33], [0.55, -0.74, 0.21], [-0.52, -0.54, 0.08], [-0.16, -0.35, -0.81], [-0.64, -0.51, -0.26], [0.34, -0.53, 0.16], [1.06, 0.42, 0.27], [0.81, 0.01, -0.43], [0.37, 0.58, -0.54], [0.86, 1.26, -1.60], [0.54, 0.04, 0.80], [-1.41, -0.74, -0.13], [0.21, 0.83, -0.39], [-1.42, 0.21, 1.88], [-1.28, -0.24, -1.24], [-0.58, -0.41, -0.43], [0.04, -0.85, 1.43], [0.27, 1.55, 0.45], [1.54, 0.32, 2.35], [-0.15, 3.41, 0.72], [-0.84, 0.24, -2.00], [0.01, 0.55, -0.20], [-0.68, -2.57, -1.34], [-0.58, 1.20, 0.67], [0.79, -0.43, 0.92], [0.01, 0.01, -0.73], [1.41, 0.05, -0.87], [1.07, 0.20, 0.35], [1.12, 1.20, 0.39], [-0.05, 0.88, -1.78], [-0.87, -0.46, -0.24], [0.33, 0.55, 0.13], [-0.72, 0.24, -0.07], [-1.71, -0.92, -0.84], [0.40, 1.07, -1.69], [-0.23, 0.57, -1.79], [0.53, -0.61, -0.40], [-0.44, -0.63, -0.82], [-0.50, -0.30, 0.49], [-0.65, -0.08, -0.18], [-0.31, 2.05, -0.20], [-0.92, -0.23, -0.42], [-0.62, -0.13, -0.61], [0.43, -1.18, 0.27], [0.44, -1.29, -0.10], [-0.33, -0.87, 0.25], [-1.25, 0.16, -0.04], [1.38, -0.48, 1.65], [-1.26, -0.62, 1.00], [1.45, -0.78, 1.66], [1.28, 0.22, 2.21], [1.72, -0.49, -0.56], [-0.99, 0.54, -1.81], [-0.32, -0.14, 0.92], [-0.54, 0.40, 0.25], [-0.87, -0.96, 1.05], [0.05, -2.10, -0.74], [-0.88, -0.61, 0.74], [-0.06, 1.53, 1.41], [-0.34, 2.20, -2.33], [0.01, 0.81, 0.49], [0.14, -0.38, -0.30], [1.50, -1.58, 0.67], [-0.67, 0.58, 0.49], [0.44, -1.69, -0.30], [0.72, -1.50, 1.79], [0.13, -0.96, 0.10], [-0.51, -0.34, 0.95], [0.18, -1.09, 1.33], [0.15, 0.10, -1.28], [0.61, 0.21, -0.59], [-0.22, 0.08, 0.03], [-0.23, -0.21, 0.10], [-0.08, -0.04, -0.05], [-0.21, -0.05, -0.37], [0.44, 0.20, 0.25], [0.05, -0.03, 0.31], [0.02, 0.27, 0.17], [-0.06, -0.15, -0.13], [-0.18, 0.27, 0.36], [-0.44, 0.14, 0.26], [-0.31, 0.20, -0.16], [-0.32, 0.07, -0.05], [0.39, -0.32, -0.05], [0.25, -0.09, -0.08], [-0.13, 0.05, 0.14], [-0.30, -0.20, 0.27], [-0.20, -0.02, 0.24], [0.31, 0.22, -0.11], [0.28, 0.04, 0.12], [-0.28, -0.07, -0.24], [0.22, -0.05, -0.29], [-0.22, 0.00, -0.01], [0.16, 0.23, 0.03], [0.11, 0.54, 0.00], [-0.18, -0.22, -0.29], [-0.07, -0.23, 0.32], [0.14, 0.02, -0.05], [-0.09, 0.06, -0.04], [0.41, 0.22, -0.17], [0.41, -0.02, 0.09], [-0.03, 0.18, 0.00], [-0.06, -0.04, -0.26], [-0.21, -0.02, -0.20], [0.11, -0.04, -0.06], [-0.18, 0.01, -0.01], [0.23, 0.12, -0.14], [-0.06, 0.18, -0.18], [0.30, 0.09, 0.31], [0.16, 0.24, -0.35], [0.00, 0.11, 0.44], [-0.11, 0.18, -0.22], [0.18, -0.21, -0.18], [0.03, -0.12, 0.20], [0.18, -0.13, -0.33], [0.28, 0.28, -0.45], [-0.11, 0.45, 0.01], [0.57, -0.29, 0.56], [0.05, -0.04, -0.23], [0.17, 0.30, 0.04], [-0.39, -0.33, -0.18], [-0.37, 0.20, 0.31], [0.05, 0.08, -0.09], [-0.03, -0.65, -0.56], [0.22, -0.41, 0.12], [0.09, -0.21, 0.06]], "smiles": "Fc1ccccc1.Fc1ccccc1.Fc1ccccc1.Fc1ccccc1.Fc1ccccc1.Fc1ccccc1.Fc1ccccc1.Fc1ccccc1.Fc1ccccc1.Fc1ccccc1.Fc1ccccc1", "e_lumo_ev": 0.6, "de_lowest_kcal_mol": 62.2}